(1)
C44H36F9MgN7P as an isolated structure in a non-equilibrium geometry, computed with the ωB97M-V functional and the def2-TZVPD basis.

The HOMO energy comes out at -9.96 eV. As for the net charge: +1. As for the relative energy (zero: lowest compared OMol25 entry of this formula, charge and spin): 0.0 kJ/mol. The calculation puts the strongest force on any atom at 3.90 eV Å⁻¹.

Positions of all 98 atoms, in Å:
Mg -0.119 -1.159 -0.529
C -3.457 1.856 4.800
C -2.433 1.138 3.903
C -1.099 0.964 4.288
C -0.293 0.131 3.496
C -0.735 -0.535 2.315
N 0.172 -1.171 1.409
C 0.794 -2.410 1.747
C 0.186 -3.267 2.689
C 0.761 -4.478 2.900
C 1.885 -4.991 2.292
C 2.477 -6.361 2.502
C 2.503 -4.083 1.504
C 1.991 -2.804 1.195
N 2.616 -1.881 0.348
C 3.959 -1.599 0.402
C 4.229 -0.816 -0.683
C 3.057 -0.772 -1.427
N 2.068 -1.363 -0.762
C -2.066 -0.274 1.994
C -2.891 0.593 2.720
N -2.692 -0.901 0.818
C -4.009 -1.288 0.775
C -4.430 -1.403 -0.531
C -3.242 -1.171 -1.223
N -2.210 -0.886 -0.449
H -2.879 2.351 5.611
H -4.177 1.138 5.220
H -4.066 2.672 4.355
H -0.712 1.484 5.173
H 0.741 0.025 3.655
H -0.719 -2.882 3.228
H 0.255 -5.075 3.695
H 3.017 -6.303 3.420
H 3.083 -6.642 1.626
H 1.722 -7.110 2.737
H 3.408 -4.274 0.994
H 4.556 -1.998 1.157
H 5.179 -0.349 -0.832
H 2.820 -0.191 -2.336
H -3.919 0.884 2.440
H -4.610 -1.141 1.671
H -5.408 -1.462 -0.956
H -3.100 -1.165 -2.300
F -2.671 6.562 2.129
C -2.994 6.397 0.830
F -4.310 6.227 0.664
F -2.680 7.546 0.179
C -2.266 5.203 0.321
C -1.555 5.330 -0.893
C -0.958 4.217 -1.383
C -0.993 2.988 -0.723
C -1.641 2.892 0.507
C -2.295 4.001 1.048
P 0.091 1.622 -1.263
C 0.112 1.764 -3.055
C 1.296 1.907 -3.812
C 1.256 1.918 -5.191
C 0.025 1.642 -5.782
C -1.133 1.393 -5.068
C -1.117 1.400 -3.658
C -0.117 1.782 -7.280
F -0.391 3.054 -7.656
F 1.023 1.448 -7.940
F -1.134 1.038 -7.782
C 1.656 2.272 -0.565
C 2.128 1.467 0.532
C 3.237 1.904 1.222
C 3.972 3.003 0.738
C 3.465 3.784 -0.254
C 2.272 3.442 -0.870
C 5.233 3.403 1.445
F 5.047 4.462 2.250
F 5.707 2.334 2.198
F 6.236 3.710 0.576
H -1.497 6.275 -1.355
H -0.472 4.221 -2.333
H -1.645 1.960 1.062
H -2.860 3.908 1.996
H 2.264 1.995 -3.297
H 2.168 2.017 -5.811
H -1.998 1.064 -5.691
H -1.999 1.285 -3.071
H 1.527 0.606 0.866
H 3.545 1.491 2.210
H 4.007 4.633 -0.659
H 1.870 4.028 -1.673
C -0.120 -6.557 -0.688
N -1.146 -5.574 -0.766
C -2.558 -6.055 -0.763
C -0.906 -4.301 -0.993
N -0.743 -3.157 -1.127
H -0.008 -7.144 -1.592
H -0.322 -7.209 0.113
H 0.790 -6.025 -0.558
H -2.768 -6.550 -1.741
H -3.245 -5.240 -0.675
H -2.601 -6.813 0.031

=====

(2)
C44H37CuN4O2 as an isolated structure, computed with the ωB97M-V functional and the def2-TZVPD basis.

The HOMO energy (alpha / beta) comes out at -4.58 / -5.14 eV. As for the net charge: -1. As for the expectation value of S²: 0.75. As for the relative energy (zero: lowest compared OMol25 entry of this formula, charge and spin): 3.3 kJ/mol. The calculation puts the strongest force on any atom at 0.69 eV Å⁻¹. The spin multiplicity is 2.

Positions of all 88 atoms, in Å:
Cu 0.359 0.348 -0.020
C 0.822 2.810 3.245
C -0.163 1.748 3.638
C -1.129 2.004 4.604
C -1.990 1.007 5.037
C -1.869 -0.270 4.511
C -0.927 -0.549 3.529
C -0.763 -1.943 2.995
C -0.092 0.471 3.067
N 0.810 0.207 2.011
C 2.088 0.041 2.341
O 2.603 0.011 3.464
C 2.973 -0.121 1.126
C 4.348 -0.262 1.194
C 5.060 -0.327 0.003
C 4.390 -0.238 -1.209
C 3.012 -0.097 -1.187
N 2.348 -0.063 -0.041
C 2.162 0.008 -2.432
O 2.698 -0.188 -3.530
N 0.898 0.315 -2.155
C -0.040 0.214 -3.198
C -0.690 1.366 -3.663
C -0.231 2.727 -3.218
C -1.730 1.245 -4.576
C -2.126 0.007 -5.053
C -1.453 -1.126 -4.623
C -0.412 -1.043 -3.705
C 0.312 -2.290 -3.283
H 0.476 3.796 3.556
H 0.981 2.812 2.167
H 1.784 2.605 3.718
H -1.203 3.001 5.024
H -2.741 1.222 5.786
H -2.521 -1.063 4.858
H -1.539 -2.600 3.395
H 0.210 -2.346 3.281
H -0.803 -1.954 1.906
H 4.818 -0.306 2.165
H 6.138 -0.437 0.022
H 4.894 -0.272 -2.163
H 0.560 3.085 -3.883
H 0.168 2.694 -2.209
H -1.051 3.446 -3.245
H -2.236 2.142 -4.915
H -2.942 -0.075 -5.760
H -1.730 -2.101 -5.011
H -0.271 -3.179 -3.529
H 0.510 -2.284 -2.211
H 1.277 -2.352 -3.789
N -0.947 -1.426 -0.498
C -1.805 -2.179 -0.615
C -2.946 -3.032 -0.767
C -3.357 -3.411 -2.042
C -4.485 -4.200 -2.182
C -5.198 -4.606 -1.061
C -4.786 -4.219 0.208
C -3.660 -3.430 0.360
H -2.799 -3.063 -2.902
H -4.813 -4.494 -3.171
H -6.080 -5.221 -1.177
H -5.349 -4.525 1.079
H -3.336 -3.098 1.337
C -3.599 6.209 0.948
C -4.037 5.116 0.213
C -3.195 4.041 -0.025
C -1.890 4.028 0.473
C -1.457 5.148 1.188
C -2.298 6.221 1.431
C -0.934 2.915 0.261
C -1.175 1.609 0.110
C -2.536 1.043 0.164
C -3.192 0.879 1.386
C -4.452 0.302 1.448
C -5.104 -0.099 0.290
C -4.472 0.083 -0.936
C -3.203 0.634 -0.998
H -4.262 7.045 1.133
H -5.044 5.102 -0.185
H -3.547 3.208 -0.614
H -0.442 5.160 1.566
H -1.938 7.070 1.999
H 0.103 3.246 0.275
H -2.702 1.210 2.292
H -4.932 0.179 2.412
H -6.090 -0.544 0.338
H -4.969 -0.218 -1.851
H -2.709 0.755 -1.956

=====

(3)
C44H38AsCrIN4O2PS as an isolated structure in a non-equilibrium geometry, computed with the ωB97M-V functional and the def2-TZVPD basis.

The HOMO energy (alpha / beta) comes out at -7.51 / -7.60 eV. As for the expectation value of S²: 0.77. The calculation puts the strongest force on any atom at 3.78 eV Å⁻¹. The spin multiplicity is 2.

Positions of all 93 atoms, in Å:
Cr -0.520 0.116 0.096
C -0.269 2.493 3.491
C -0.712 1.456 4.467
C -1.128 1.837 5.736
C -1.476 0.892 6.683
C -1.396 -0.454 6.370
C -0.990 -0.845 5.107
C -0.656 0.098 4.138
P -0.117 -0.427 2.460
C -0.145 -2.252 2.592
C 1.054 -2.961 2.550
C 1.059 -4.342 2.474
C -0.141 -5.030 2.425
C -1.336 -4.333 2.472
C -1.363 -2.946 2.550
C -2.684 -2.239 2.602
C 1.654 -0.027 2.528
C 2.356 -0.145 3.727
C 3.702 0.152 3.772
C 4.348 0.579 2.620
C 3.649 0.700 1.435
C 2.289 0.392 1.355
C 1.570 0.443 0.048
H 0.821 2.540 3.478
H -0.645 3.477 3.763
H -0.614 2.238 2.483
H -1.165 2.890 5.979
H -1.793 1.204 7.667
H -1.637 -1.200 7.114
H -0.915 -1.898 4.882
H 1.995 -2.432 2.556
H 1.999 -4.872 2.428
H -0.153 -6.106 2.340
H -2.275 -4.867 2.429
H -3.424 -2.743 1.982
H -2.591 -1.205 2.265
H -3.072 -2.219 3.622
H 1.836 -0.475 4.618
H 4.248 0.043 4.697
H 5.406 0.795 2.647
H 4.166 1.014 0.541
H 1.966 -0.393 -0.547
H 1.872 1.353 -0.502
S -0.729 0.164 -2.274
C -0.364 1.770 -2.839
C -0.014 1.961 -4.176
C 0.248 3.228 -4.650
C 0.162 4.326 -3.806
C -0.186 4.144 -2.478
C -0.456 2.875 -1.982
As -0.941 2.509 -0.134
C -0.166 4.142 0.652
C -0.885 5.328 0.765
C -0.282 6.466 1.274
C 1.043 6.431 1.672
C 1.767 5.256 1.561
C 1.167 4.117 1.055
C -2.820 3.052 -0.126
C -3.556 3.261 -1.287
C -4.917 3.520 -1.219
C -5.556 3.573 0.009
C -4.829 3.376 1.174
C -3.474 3.104 1.105
H 0.054 1.102 -4.825
H 0.519 3.366 -5.686
H 0.371 5.318 -4.177
H -0.250 4.998 -1.810
H -1.923 5.355 0.447
H -0.847 7.383 1.356
H 1.513 7.320 2.065
H 2.801 5.229 1.871
H 1.730 3.192 0.978
H -3.062 3.202 -2.253
H -5.482 3.674 -2.128
H -6.616 3.778 0.062
H -5.326 3.421 2.134
H -2.908 2.926 2.016
O -0.189 -1.642 -0.076
N -0.770 -2.716 -0.540
C 0.016 -3.774 -0.729
C 1.408 -3.654 -0.552
N 2.529 -3.433 -0.418
C -0.508 -5.017 -1.094
N -0.894 -6.068 -1.362
N -3.312 -1.728 -1.065
C -3.567 -0.585 -0.437
O -2.729 0.010 0.256
C -4.947 0.006 -0.549
I -6.410 -1.212 0.482
H -2.385 -2.185 -0.966
H -4.001 -2.161 -1.655
H -5.283 0.083 -1.578
H -4.972 0.977 -0.066

=====

(4)
C44H38BBeF6O4PS2 as an isolated structure in a non-equilibrium geometry, computed with the ωB97M-V functional and the def2-TZVPD basis.

The HOMO energy (alpha / beta) comes out at -10.01 / -10.01 eV. As for the net charge: +1. As for the expectation value of S²: 0.76. As for the relative energy (zero: lowest compared OMol25 entry of this formula, charge and spin): 0.0 kJ/mol. The calculation puts the strongest force on any atom at 1.18 eV Å⁻¹. The spin multiplicity is 2.

Positions of all 97 atoms, in Å:
Be 0.817 -0.223 1.303
C -5.501 -1.957 1.048
C -4.224 -1.321 0.576
C -3.936 0.012 0.850
C -2.763 0.597 0.399
C -1.865 -0.166 -0.329
C -2.129 -1.502 -0.614
C -3.299 -2.071 -0.157
S -0.354 0.618 -0.903
O 0.757 -0.265 -0.296
C -0.608 0.264 -2.663
C -1.699 1.140 -2.943
C -2.433 1.036 -4.074
C -2.185 -0.038 -4.956
C -3.024 -0.263 -6.072
C -2.802 -1.316 -6.911
C -1.745 -2.204 -6.639
C -0.911 -1.998 -5.577
C -1.074 -0.880 -4.716
C -0.158 -0.640 -3.607
C 1.200 -1.291 -3.834
C 1.829 -0.869 -5.077
C 1.426 0.305 -5.766
C 1.942 0.624 -6.990
C 2.905 -0.202 -7.599
C 3.383 -1.288 -6.928
C 2.877 -1.632 -5.654
C 3.393 -2.746 -4.956
C 2.928 -3.047 -3.724
C 1.856 -2.304 -3.164
S 1.605 -2.883 -1.468
O 1.489 -4.347 -1.504
C 3.197 -2.465 -0.765
C 3.833 -3.426 0.005
C 5.067 -3.124 0.552
C 5.647 -1.871 0.367
C 6.975 -1.534 0.977
C 4.972 -0.920 -0.410
C 3.744 -1.198 -0.966
H -6.066 -1.287 1.692
H -5.284 -2.873 1.600
H -6.124 -2.228 0.194
H -4.639 0.600 1.425
H -2.538 1.633 0.625
H -1.431 -2.098 -1.187
H -3.510 -3.112 -0.372
H -1.933 1.910 -2.214
H -3.238 1.730 -4.283
H -3.860 0.409 -6.230
H -3.443 -1.482 -7.767
H -1.595 -3.067 -7.276
H -0.132 -2.720 -5.376
H 0.707 0.974 -5.315
H 1.605 1.520 -7.493
H 3.283 0.047 -8.583
H 4.160 -1.909 -7.357
H 4.200 -3.325 -5.391
H 3.355 -3.861 -3.154
H 3.364 -4.386 0.180
H 5.571 -3.868 1.156
H 7.265 -2.268 1.725
H 6.948 -0.546 1.436
H 7.743 -1.512 0.200
H 5.419 0.053 -0.576
H 3.233 -0.458 -1.567
F 1.522 -1.465 1.773
P 1.729 -2.401 3.444
F 1.402 -3.680 2.550
F 1.890 -3.186 4.783
F 3.258 -2.525 3.010
F 2.042 -0.972 4.052
F 0.168 -2.141 3.603
C -3.285 3.233 7.522
C -2.252 4.218 6.950
C -0.992 4.198 7.834
C -2.843 5.626 6.989
C -1.863 3.779 5.536
C -2.049 4.601 4.423
C -1.661 4.232 3.136
C -1.071 2.998 2.991
O -0.574 2.378 1.871
B -0.044 1.134 2.295
O -0.282 1.012 3.656
C -0.895 2.162 4.083
C -1.283 2.518 5.352
H -3.580 3.547 8.526
H -2.880 2.223 7.590
H -4.177 3.205 6.893
H -1.240 4.536 8.843
H -0.229 4.864 7.424
H -0.568 3.197 7.907
H -3.086 5.883 8.022
H -3.763 5.693 6.405
H -2.131 6.367 6.620
H -2.511 5.570 4.552
H -1.815 4.887 2.288
H -1.133 1.826 6.171

=====

(5)
C44H38Cl4N5O4P2S2Sn as an isolated structure, computed with the ωB97M-V functional and the def2-TZVPD basis.

The HOMO energy comes out at -4.09 eV. As for the net charge: -1. As for the relative energy (zero: lowest compared OMol25 entry of this formula, charge and spin): 62.8 kJ/mol. The calculation puts the strongest force on any atom at 0.59 eV Å⁻¹.

Positions of all 100 atoms, in Å:
Sn -1.294 0.827 -0.471
C -0.006 -6.104 2.547
C -0.948 -5.342 3.226
C -1.397 -4.148 2.683
C -0.912 -3.699 1.454
C 0.047 -4.462 0.793
C 0.493 -5.661 1.331
P -1.414 -2.126 0.672
C -1.803 -1.055 2.095
C -3.000 -0.354 2.212
C -3.155 0.611 3.201
C -2.126 0.869 4.089
C -0.925 0.174 3.980
C -0.759 -0.768 2.982
C -3.062 -2.494 -0.046
C -3.719 -3.658 0.264
C -4.936 -4.009 -0.356
C -5.470 -3.187 -1.299
C -4.828 -1.974 -1.655
C -5.400 -1.150 -2.653
C -4.797 0.019 -3.006
C -3.613 0.419 -2.351
C -3.008 -0.335 -1.369
C -3.613 -1.586 -1.021
H 0.350 -7.033 2.973
H -1.330 -5.677 4.183
H -2.123 -3.547 3.220
H 0.464 -4.099 -0.139
H 1.246 -6.237 0.808
H -3.809 -0.534 1.515
H -4.077 1.177 3.250
H -2.245 1.632 4.849
H -0.100 0.396 4.645
H 0.201 -1.261 2.867
H -3.290 -4.339 0.987
H -5.428 -4.935 -0.086
H -6.397 -3.445 -1.800
H -6.323 -1.470 -3.123
H -5.233 0.654 -3.769
H -3.183 1.377 -2.630
Cl -3.879 7.226 0.095
C -3.067 5.832 -0.535
C -2.238 5.945 -1.632
Cl -1.992 7.475 -2.404
C -1.580 4.802 -2.116
Cl -0.504 4.903 -3.482
C -1.739 3.563 -1.522
O -1.120 2.478 -1.930
C -2.605 3.445 -0.385
O -2.732 2.262 0.160
C -3.247 4.582 0.083
Cl -4.254 4.416 1.481
O 3.677 -2.596 -0.250
C 4.404 -2.186 0.811
C 5.467 -2.987 1.232
C 6.229 -2.619 2.324
C 5.941 -1.447 3.018
C 4.888 -0.653 2.601
C 4.108 -0.991 1.496
C 2.967 -0.119 1.048
O 2.341 -0.474 -0.019
N 2.734 0.915 1.808
N 1.655 1.702 1.413
C 1.255 2.470 2.331
S 1.971 2.575 3.952
C 0.719 3.729 4.583
C 0.242 4.606 3.438
S -0.145 3.511 2.052
H 2.966 -1.879 -0.328
H 5.663 -3.901 0.686
H 7.048 -3.253 2.641
H 6.531 -1.161 3.879
H 4.636 0.259 3.125
H 1.180 4.321 5.375
H -0.118 3.169 5.004
H 1.015 5.321 3.153
H -0.667 5.148 3.697
C 2.999 2.098 -4.053
N 2.956 1.515 -2.652
C 3.579 0.119 -2.685
N 2.921 -0.707 -3.644
C 2.959 -0.084 -4.958
N 2.347 1.245 -4.991
C 0.888 1.181 -4.771
P 0.421 0.443 -3.133
C 1.544 1.503 -2.126
C 1.543 -1.028 -3.225
H 4.055 2.208 -4.312
H 2.516 3.074 -4.005
H 3.512 2.094 -2.023
H 3.498 -0.281 -1.677
H 4.626 0.265 -2.960
H 2.438 -0.725 -5.669
H 4.003 0.010 -5.268
H 0.434 0.617 -5.587
H 0.481 2.195 -4.807
H 1.575 1.138 -1.094
H 1.169 2.526 -2.146
H 1.127 -1.769 -3.912
H 1.578 -1.488 -2.234